Computed, not measured: a 12-piece molecular cluster, C32H92N20O16 overall in a non-equilibrium geometry, with wB97M-V/def2-TZVPD.

```
160
Properties=species:S:1:pos:R:3:forces:R:3
C 0.48791 -0.29802 4.12749 -1.7 -1.9 -0.8
N -1.89872 1.80144 -3.66203 0.3 -0.7 -0.2
H 1.17969 2.86329 -3.87447 -0.1 0.0 -0.3
H -5.75086 -2.02341 3.10140 -0.2 0.1 0.0
H -1.66371 -0.45664 -5.07784 0.0 -0.3 -0.1
H -4.53700 -6.38473 4.14174 0.1 -0.1 -0.1
H 0.97069 10.02084 2.46050 -0.2 0.0 0.3
H 6.42994 -0.95432 0.22003 0.0 -0.1 0.3
H -0.32955 -4.35867 5.19355 -0.5 0.2 -0.1
C 4.55419 10.03814 -0.12967 -0.8 -0.3 0.7
H 2.13840 7.66522 1.21516 0.5 0.0 -0.2
H -5.10946 -4.32610 -0.07231 0.3 0.3 0.0
C 1.84212 9.39557 2.26505 -0.8 0.1 -0.7
O -1.75622 0.27936 -7.03226 0.0 -0.3 -0.4
N -3.74284 -0.42847 -0.97621 1.5 1.8 2.6
N -1.04417 -1.26898 0.58230 -3.4 -2.8 0.9
O -2.77517 -5.66696 3.33862 0.6 -0.5 -0.2
H -1.37171 -0.71220 1.37456 0.1 -0.9 -0.1
C -1.91485 3.28196 -1.79885 0.6 0.9 0.3
H 4.00392 10.13402 -1.06995 0.2 0.2 -0.1
O 0.94480 -4.12956 0.31263 -0.1 -0.3 0.0
H -5.33702 -2.06703 -3.01416 -0.1 -0.4 0.3
H 0.00655 0.43531 1.46904 0.6 0.5 -0.1
C 4.16035 -4.09619 -3.41568 0.3 0.1 0.5
C 0.64052 7.23847 2.48226 1.1 0.9 0.1
H -2.73867 -4.06402 0.71762 0.4 0.1 0.1
N 1.31372 0.43201 4.88057 1.1 1.1 0.5
N -0.41080 -4.09907 3.09175 0.3 0.2 1.4
O -0.43534 0.16079 3.42375 0.5 0.2 0.5
H -0.43019 -5.84072 4.30178 -0.2 -0.1 -0.1
N -0.14928 -2.52088 -3.70712 -3.4 -2.4 0.2
H -7.12868 -2.55171 2.20108 -0.3 -0.2 0.0
H 3.87571 -1.35275 -1.07241 -0.1 -0.4 0.0
H -3.00501 -0.78005 -8.29545 0.3 0.3 -0.2
H -3.35945 1.50321 -5.18755 0.0 -0.5 0.2
H 1.41767 -1.92503 4.92114 -0.1 0.1 0.1
H -1.85085 -1.70449 0.12500 0.3 -0.2 0.3
H -0.30448 6.21040 0.93960 0.2 -0.1 -0.6
O -4.20721 0.02957 -3.15199 0.0 -0.5 1.0
H -4.42050 -6.15356 2.36221 -0.3 -0.1 0.1
N -5.73225 -3.81596 0.56039 -1.4 -2.6 -2.9
H -4.63605 -4.78865 3.45672 0.0 0.6 0.0
N 3.19091 3.13349 -2.67034 1.4 1.5 0.7
C -2.46911 2.98770 -3.14318 -0.2 1.6 -0.6
H 1.27440 -3.89704 -1.69776 -0.4 0.1 0.1
H 2.59267 -3.91397 1.52775 -0.3 0.2 -0.1
C -4.32299 -0.66185 -2.12595 -1.0 0.2 -2.8
H 2.39533 9.31297 3.19543 0.2 -0.6 0.4
C -1.48319 0.44091 -5.66973 0.3 1.1 0.7
H -2.19233 4.28108 -1.43448 -0.2 0.0 -0.2
H 4.14164 -2.33404 0.42345 0.3 -0.1 -0.3
H -2.14338 -0.80526 3.36852 -0.3 -0.1 0.7
H -2.99145 3.66031 0.54596 -0.4 -0.1 0.3
H 1.59993 -4.41373 3.50415 -0.1 -0.1 0.2
H 2.27011 0.11376 4.84491 0.1 0.2 0.4
H -2.89588 -3.95190 4.36071 0.5 0.5 0.0
N -1.77568 -5.20151 -1.97603 1.1 -0.9 -2.6
H 3.31213 -4.63189 -2.98019 -0.1 0.0 -0.6
H -3.80205 0.71834 5.96581 -0.2 0.0 0.1
H -1.06167 -4.36454 0.26265 -0.2 0.1 -0.5
O 3.69188 9.37589 0.81550 1.1 0.3 -0.2
N -2.96831 -1.26235 3.76291 2.1 -1.8 -3.9
H 0.81840 1.03649 -0.03191 -0.1 0.2 0.6
C 0.97919 -2.13552 -4.25860 0.7 -1.1 -2.2
C 4.45983 -1.45495 -0.15887 1.1 0.7 -0.1
H 3.02790 11.14368 1.79313 0.5 -0.5 0.3
H 4.62050 1.75714 2.27861 0.0 -0.4 -0.1
H 6.41011 -3.50968 -0.28540 0.2 0.3 0.1
H 5.46306 9.45037 -0.27005 -0.2 -0.1 0.1
H -2.28247 -5.46562 -2.81038 0.8 -0.2 -0.1
H 1.21018 6.96523 3.38143 -0.1 0.3 0.3
H -1.13345 -4.24309 2.41717 -0.2 -0.2 -0.6
H 3.25666 3.47728 -3.62021 0.3 -0.1 0.6
N 0.09056 0.51419 0.46415 2.3 2.7 0.0
H -0.20713 5.31595 2.39778 0.0 -0.3 0.4
C -2.88862 -0.51908 -7.24428 -0.4 -0.1 -0.3
O -4.14901 -2.56048 1.43143 2.1 0.4 -0.2
H 2.35119 3.96389 0.04095 -0.2 0.0 0.4
N 1.40706 2.09566 -3.27253 -5.5 -1.5 -3.6
O -4.86845 -1.24748 4.81838 -2.3 -0.2 0.2
H -4.19134 -0.82008 -0.15493 0.3 0.1 0.0
H -2.06994 2.50107 -5.66931 0.4 -0.1 0.6
C 2.67554 10.20807 1.31679 -0.1 0.6 -0.7
H -0.29155 7.74583 2.71198 -0.3 -0.3 0.5
C -3.76596 -0.75840 4.64942 -1.9 -2.3 0.0
C 1.42326 4.14867 0.58864 -1.0 0.6 0.0
O 4.77991 -3.56433 -2.25802 -0.3 0.0 0.8
H -3.80185 -0.00003 -6.94961 -0.1 -0.1 0.2
H -6.65900 -4.17324 0.64130 -0.4 -0.2 0.0
H 7.63425 -2.41573 -1.05174 0.1 -0.1 0.2
O 4.82786 -0.31297 1.89917 -0.4 0.5 0.0
H 1.09328 -0.95585 -2.67560 1.1 0.4 -0.4
H 6.72520 -3.72030 -2.85905 0.2 -0.2 0.2
H 2.62997 -3.53075 -0.74057 0.5 0.1 0.3
O -0.29545 -0.54688 -1.46501 0.0 -0.9 -0.6
C 1.55510 -3.43162 -0.75091 -0.2 -0.1 -0.7
H 2.50578 -1.07908 -3.88943 0.0 0.8 0.7
H -4.85075 -2.46507 -1.37666 -0.3 0.1 -0.7
C 4.47666 0.76094 2.74295 0.1 0.4 -0.2
H -0.77285 -5.15599 -1.88948 -0.2 0.0 -0.3
C -2.27409 1.60624 -5.04804 -0.2 -0.2 -0.9
H -3.46563 -1.87318 3.12159 0.4 0.0 -0.3
N 5.90934 -1.39137 -0.52196 -0.6 -0.8 0.1
H -2.52536 1.99896 1.15278 -0.3 0.1 -0.2
H 3.91381 3.26052 -1.98564 0.3 0.3 -0.3
N -5.10462 -1.76654 -2.07816 -0.5 -1.0 -0.5
N 1.59421 -1.28055 -3.51421 1.8 2.3 2.0
N -3.22157 0.10382 5.42703 2.8 4.4 2.2
H -3.38861 0.52863 -0.90361 0.1 -0.4 0.2
H -2.57855 -5.28245 5.41373 -0.3 -0.6 -0.3
H 4.82217 11.01598 0.27410 0.1 0.1 -0.2
N -6.13968 -2.56972 2.33337 -2.2 1.8 3.2
H 0.62559 1.43384 -3.11693 0.5 0.7 -0.2
H 1.33366 -2.62819 1.66468 0.1 -0.3 0.1
N -2.05521 -4.39121 0.03621 1.1 2.1 5.1
H -0.61276 -3.29474 -4.17654 0.0 0.5 0.4
H 1.11666 3.29575 1.21956 0.5 0.2 0.1
C -5.31366 -2.96072 1.42483 2.0 0.3 -0.1
O 1.56825 5.36553 1.34884 0.5 -0.7 -0.7
C 0.91170 -4.52730 2.66223 -0.1 0.2 -0.2
H -2.23856 1.05579 -3.06594 0.0 -0.6 -0.5
H 0.12091 -2.37542 3.86988 0.1 0.6 -0.3
C 4.10946 -0.24464 0.66729 0.1 0.5 -0.4
H 6.07364 -2.09384 -2.91280 -0.1 0.0 -0.1
H 1.25461 -2.38192 -0.73521 0.1 0.0 -0.1
C -2.32656 2.80392 0.44280 0.5 0.1 -0.5
H -1.32534 3.17720 0.64446 0.3 0.0 0.2
C -0.39735 -0.47139 -0.24531 0.2 1.3 -1.1
H -0.81721 3.26765 -1.85652 0.0 -0.1 0.2
O -3.81282 -4.96988 -1.17872 -1.1 0.4 0.0
C 2.22401 2.27493 -2.31879 2.5 0.0 0.2
C 6.57463 -2.64475 -0.95227 -1.0 0.5 -0.1
O -2.38278 2.32295 -0.89326 -0.4 -0.5 0.9
C 1.50354 -3.71397 1.53740 0.2 0.0 0.1
H 0.59812 4.21087 -0.15859 0.5 0.4 0.3
H 2.08250 10.62641 0.49275 -0.3 -0.5 -0.2
H -0.40914 -2.27751 -2.75235 0.0 0.1 -0.5
C -4.14735 -5.74608 3.33624 -1.4 -0.9 -0.6
H -0.41518 0.69970 -5.59371 -0.2 -0.2 0.0
H -2.79879 -1.46176 -6.71578 -0.1 -0.2 0.4
H 4.34817 0.69894 0.12482 0.1 -0.5 0.3
H -2.38521 0.52770 5.00239 -0.5 0.0 0.8
C -2.59195 -4.83314 -1.02246 -2.0 -1.3 -1.8
N 0.71183 -1.62342 4.27041 -0.2 -0.6 -0.3
H 4.82081 -4.80683 -3.92885 0.0 0.1 0.0
C -0.82135 -4.81515 4.32070 -0.2 0.2 -0.6
H 1.18907 1.41956 4.80764 0.1 0.5 -0.2
H 3.42776 0.70117 3.03156 -0.3 0.0 0.0
C -2.35963 -4.90421 4.40252 1.7 1.1 1.4
H 5.08276 0.73865 3.64290 0.2 -0.2 0.1
C 6.06996 -3.02236 -2.32633 0.1 0.2 -1.1
O 1.44483 -2.52265 -5.33231 -0.4 -0.5 -0.2
H -3.57206 3.04374 -3.06594 0.1 -0.4 -0.2
H 3.82868 -3.31662 -4.11145 0.0 -0.1 0.0
O 2.22612 1.58675 -1.33470 0.4 -1.0 3.1
N 1.36991 8.16291 1.62692 0.3 0.3 0.2
C 0.38079 5.97514 1.75977 -1.4 -0.6 -0.5
H -2.16020 3.75460 -3.87455 -0.2 0.3 0.6
H 3.01356 -0.20875 0.78863 0.2 -0.1 0.4
H 0.90734 -5.58354 2.37419 0.2 -0.1 0.0
```
Forces are in eV/Å.

Computed properties:
SMILES: COCCNCCOC.COCCNCCOC.COCCNCCOC.COCCNCCOC.NC(N)=O.NC(N)=O.NC(N)=O.NC(N)=O.NC(N)=O.NC(N)=O.NC(N)=O.NC(N)=O
Kohn-Sham gap in eV: 8.523
Strongest force on any atom in eV Å⁻¹: 6.69
Net charge: 0
HOMO in eV: -8.4
DFT total energy in hartree: -3573.5652
LUMO in eV: 0.16